No. 1
Formula: C3H7N2S
Source: the OMol25 dataset
Level of theory: ωB97M-V/def2-TZVPD

Results
2S+1: 1
energy relative to the best compared isomer or geometry (same formula, charge and spin): 117.42 kJ/mol
strongest force on any atom: 0.044 Eh/bohr
highest occupied orbital energy (alpha / beta): -13.355 / -13.355 eV
net charge: +1
structure (SMILES): [NH2+]=CNCC=S

The geometry in XYZ format:
```
13
C3H7N2S ωB97M-V/def2-TZVPD
H -0.20 1.25 -0.69
C -1.01 -1.12 -0.16
H -1.97 0.58 0.49
H 1.01 -1.20 -0.33
C 0.42 0.75 0.03
N 0.18 -0.62 -0.21
H 2.38 1.97 0.03
C 1.92 0.96 -0.13
S 2.98 -0.26 -0.39
H -2.97 -0.64 0.40
N -2.03 -0.35 0.13
H 0.25 0.88 1.07
H -0.95 -2.19 -0.23
```

Atomic partial charges in e from the Löwdin method, atoms 1 to 5: H 0.139; C -0.113; H 0.117; H 0.060; C -0.220

=====

No. 2
Formula: C38H63N3O6
Source: the OMol25 dataset
Level of theory: ωB97M-V/def2-TZVPD

Results
<S²>: 2.010
2S+1: 3
strongest force on any atom: 0.180 Eh/bohr
highest occupied orbital energy: -9.190 eV
net charge: 0

The geometry in XYZ format:
```
110
C38H63N3O6 ωB97M-V/def2-TZVPD
H 3.12 0.48 -3.67
C -1.93 -6.42 3.47
H -0.44 -7.38 1.53
H 6.15 0.86 -5.84
H 4.27 1.46 1.84
H 0.84 -7.48 3.44
H 3.22 -0.23 0.08
H -3.73 -0.68 -0.85
C -3.90 0.49 -0.95
H 2.98 4.92 -5.54
C -7.79 -1.11 3.09
C -1.30 2.76 0.80
H -3.22 3.87 1.68
C -7.39 1.48 2.23
H 4.72 1.13 -6.85
H -2.16 2.44 2.93
H 3.34 0.05 -5.36
C 1.68 -5.76 2.43
C 3.34 2.83 -5.15
C 3.33 1.82 1.23
C 2.49 0.52 0.64
H 0.65 -7.08 0.22
H 7.69 3.17 -4.57
H -1.13 2.22 -0.22
H -2.69 -6.20 2.71
C -0.97 -5.22 3.67
H -0.26 3.30 1.06
H 6.66 4.01 -5.75
H -2.47 -6.66 4.40
H 4.46 4.32 -6.26
C 0.19 -0.12 1.98
H -0.96 -6.34 0.21
H 1.67 0.86 -0.14
H 4.64 -0.27 -4.20
C -5.06 0.90 0.14
C -2.51 3.90 0.74
H 7.17 3.67 -2.01
C 4.49 1.85 -4.79
H 2.26 -4.88 2.72
H 2.07 -1.48 1.73
H 1.68 -5.08 -0.28
C -0.11 -6.60 0.85
C 4.61 4.75 -4.14
C -1.64 1.79 2.07
O 4.63 2.18 -2.47
C -8.59 1.35 3.33
H -2.69 -3.87 4.01
H -0.35 -1.03 2.51
H 2.67 2.46 1.96
N 5.35 2.36 -3.67
H -3.13 4.90 -1.21
C -6.95 -0.10 2.11
C -4.45 0.77 -2.46
C 3.83 4.26 -5.36
H -0.06 -6.26 5.37
C 1.83 -0.34 1.92
C 3.86 0.45 -4.48
O -7.69 -2.44 3.23
C -6.75 2.74 1.41
C 1.00 -4.49 0.35
N -8.68 -0.10 3.85
C 6.35 4.32 -2.37
H 2.58 2.84 -4.35
C 5.76 3.80 -3.72
H -5.53 3.82 -1.55
O -0.13 -3.33 2.58
H 2.34 -0.03 2.93
N -0.59 -4.63 2.34
H 5.60 4.38 -1.57
H -2.17 -4.74 5.46
H 2.37 -6.40 1.86
O -9.49 2.22 3.79
H -0.17 -0.02 0.86
H 5.00 5.75 -4.34
C -4.98 3.76 -0.52
H -1.94 4.95 0.80
C -3.35 3.84 -0.70
H -5.40 -1.46 0.86
H 0.79 -4.80 4.90
H -5.29 4.72 0.12
H 3.60 2.49 0.30
H 5.78 2.46 -6.50
H -8.36 -0.09 4.85
H -2.90 3.04 -1.45
O -3.67 0.27 -3.62
H 0.64 2.05 2.67
H -0.45 1.08 3.92
H -1.43 -7.35 3.20
O -5.62 1.41 -2.75
H -7.19 3.81 1.61
C 0.27 -5.68 4.50
C 1.26 -6.51 3.70
C 5.34 1.57 -6.05
H -1.23 -3.37 4.90
H -2.38 0.92 1.83
H -2.88 1.00 -0.68
H 2.15 -6.71 4.31
H -3.40 -0.67 -3.32
H 0.17 -4.17 -0.29
C 6.95 3.97 -4.70
H 2.82 2.50 -6.06
C -0.21 1.25 2.77
C -1.81 -4.24 4.55
C 0.47 -5.34 1.56
C -5.53 2.46 0.31
H 6.76 5.33 -2.47
H 3.90 4.86 -3.31
H 1.56 -3.61 0.67
C -5.75 -0.34 1.02
H 7.48 4.92 -4.53
```

Atomic partial charges in e from the Löwdin method, atoms 1 to 5: H 0.071; C -0.046; H 0.050; H 0.093; H 0.082

=====

No. 3
Formula: C9H15N3O2S
Source: the OMol25 dataset
Level of theory: ωB97M-V/def2-TZVPD

Results
2S+1: 1
energy relative to the best compared isomer or geometry (same formula, charge and spin): 421.26 kJ/mol
strongest force on any atom: 0.078 Eh/bohr
highest occupied orbital energy: -7.819 eV
net charge: 0
structure (SMILES): CC[C@@]1(N2CC[NH2+]CC2)SC([O-])=NC1=O

The geometry in XYZ format:
```
30
C9H15N3O2S ωB97M-V/def2-TZVPD
O 0.68 -0.01 2.56
C 1.27 1.35 -2.03
C 0.79 -2.05 0.44
H 1.72 1.30 -3.14
C -0.34 -0.52 2.18
O -3.66 -1.12 1.94
H -0.30 -2.90 2.05
H -1.53 1.25 -0.37
C -0.19 -0.93 0.52
C -2.47 -0.98 1.78
H -0.47 2.16 -2.13
C -0.61 1.49 0.18
H -0.35 -3.96 0.54
H 0.91 -2.29 -0.59
H 1.64 -1.62 0.84
N -1.55 -0.74 2.64
C 0.01 2.77 -0.43
H 2.21 1.41 -1.42
S -1.82 -1.37 0.03
H -0.67 3.66 -0.32
H -0.31 -0.09 -2.16
C 0.29 -3.28 1.18
H 1.02 2.97 0.12
N 0.27 0.38 -0.06
H 1.26 -3.81 1.40
H 1.09 -0.78 -1.56
N 0.37 2.51 -1.80
C 0.57 0.16 -1.50
H 0.98 3.30 -2.11
H -0.78 1.74 1.24
```

Atomic partial charges in e from the Löwdin method, atoms 1 to 5: O 0.052; C -0.140; C -0.282; H 0.181; C -0.520

=====

No. 4
Formula: C40H50N10
Source: the OMol25 dataset
Level of theory: ωB97M-V/def2-TZVPD

Results
2S+1: 1
energy relative to the best compared isomer or geometry (same formula, charge and spin): 1193.82 kJ/mol
strongest force on any atom: 0.219 Eh/bohr
highest occupied orbital energy: -7.786 eV
net charge: 0
structure (SMILES): c1cc[nH]c1.c1cc[nH]c1.c1cc[nH]c1.c1cc[nH]c1.c1cc[nH]c1.c1cc[nH]c1.c1cc[nH]c1.c1cc[nH]c1.c1cc[nH]c1.c1cc[nH]c1

The geometry in XYZ format:
```
100
C40H50N10 ωB97M-V/def2-TZVPD
C 3.08 18.58 48.50
H -4.07 18.72 48.68
H 10.62 16.85 52.06
N 9.32 17.98 53.34
C 9.51 17.14 52.21
H 0.82 20.69 55.33
H 5.38 17.08 49.71
C 1.81 17.34 52.58
C -1.66 18.56 50.89
H -0.10 15.05 60.29
H 1.80 13.12 54.46
C 0.57 13.65 58.84
H 0.23 12.64 59.06
H -1.81 19.92 48.94
H 7.72 18.80 54.37
N -2.31 21.23 55.78
C 2.87 17.26 54.59
H 1.05 17.89 49.21
H 6.79 22.53 56.72
H 6.15 17.19 52.60
C 2.31 11.03 56.88
H 4.57 23.35 55.41
C -1.98 22.28 55.00
C 6.34 20.72 55.70
C -2.12 19.07 49.58
H -2.72 22.97 54.65
C 4.12 13.92 50.67
H 4.50 15.94 53.87
H 2.47 15.60 56.94
C 5.18 20.36 54.81
H 4.86 18.42 47.40
C 1.44 11.52 55.92
C 1.95 17.02 47.20
H 1.22 17.54 51.76
H 3.77 13.19 51.16
C 7.27 17.33 52.71
C 7.92 18.10 53.57
H 10.02 18.30 53.88
H 1.20 16.52 46.64
H 6.98 19.86 56.19
N 5.02 22.48 55.45
C 3.59 11.76 56.71
H -4.50 16.93 50.46
C 5.00 16.04 50.04
H 1.99 12.94 51.93
H 3.51 16.31 48.56
C 1.61 17.79 53.90
C 6.11 22.00 56.20
C -0.01 12.68 52.66
C -0.18 21.06 55.45
H 0.46 11.37 55.88
H 4.13 13.58 55.35
C 0.44 14.80 59.48
C -0.63 22.34 54.67
H -0.32 11.58 52.44
C 3.44 12.67 55.65
H 3.42 19.50 48.98
N 3.95 15.72 49.27
H 2.63 13.73 49.30
N 1.45 13.92 57.80
C -0.82 13.50 53.56
H 3.41 21.41 54.14
C 8.41 16.71 51.76
H -1.39 19.41 56.69
N 1.06 14.56 53.14
H 3.54 16.69 45.74
H 4.95 19.39 54.41
H 4.50 11.61 57.24
C 1.74 15.22 57.64
N 3.87 18.06 47.48
H -0.14 23.11 54.05
N 2.15 12.45 55.27
C 1.14 13.28 52.48
H 1.88 10.48 57.71
H 3.12 17.53 55.52
H -3.28 21.01 56.22
C 1.94 17.81 48.43
C 0.96 15.94 58.53
C -1.22 20.42 56.06
C 3.23 17.14 46.67
H -0.69 18.90 51.35
H 3.10 16.09 51.57
H 0.70 18.23 54.28
H 1.68 15.44 53.23
C 3.40 14.47 49.67
C -2.57 17.44 51.30
H 1.08 16.93 58.77
N -3.24 18.21 49.36
N 2.95 16.70 52.42
H -2.47 16.66 52.00
H 6.00 14.98 51.57
H 1.88 13.18 57.24
C 3.58 16.58 53.72
H -0.31 15.64 54.60
C -0.06 14.66 53.92
C -3.52 17.34 50.37
H -1.80 13.56 53.93
C 4.35 21.48 54.82
H 8.29 16.16 50.90
C 5.24 15.00 50.92
```

Atomic partial charges in e from the Löwdin method, atoms 1 to 5: C -0.126; H 0.228; H 0.144; N 0.021; C -0.185

=====

No. 5
Formula: C3H8NO3S
Source: the OMol25 dataset
Level of theory: ωB97M-V/def2-TZVPD

Results
<S²>: 0.755
2S+1: 2
energy relative to the best compared isomer or geometry (same formula, charge and spin): 0.00 kJ/mol
strongest force on any atom: 0.050 Eh/bohr
highest occupied orbital energy (alpha / beta): -9.595 / -9.824 eV
net charge: 0

The geometry in XYZ format:
```
16
C3H8NO3S ωB97M-V/def2-TZVPD
H -0.67 -0.44 -2.37
C 0.33 0.12 -0.68
H 1.07 0.87 -0.40
C -1.11 0.60 0.01
C 0.70 -1.30 -0.21
H 2.25 -1.65 -1.91
H -1.67 1.55 2.79
O -1.71 -0.28 0.59
H 0.01 -1.97 -0.72
H -0.02 1.10 -2.40
O -1.26 1.80 -0.21
S 2.42 -1.68 -0.59
H -2.07 2.97 3.11
O -1.85 2.14 3.54
N 0.12 0.14 -2.07
H 0.61 -1.35 0.84
```

Atomic partial charges in e from the Löwdin method, atoms 1 to 5: H 0.125; C -0.335; H 0.142; C -0.600; C -0.530